Entry 1:
13
Properties=species:S:1:pos:R:3:forces:R:3:lowdin_charge:R:1 method="wB97M-V/def2-TZVPD" e_homo_ev="-9.9309 / -14.3885" charge=+1 multiplicity=3 de_lowest_kj_mol=204.77 lumo_energy_ha="-0.1233 / -0.2575"
C 0.80140 0.63970 -0.23142 0.39 0.42 -0.08 -0.13
C -0.82390 -1.20180 0.12884 -1.12 -1.09 0.07 -0.12
C -1.95152 -0.29227 -0.00787 7.82 2.13 0.34 -0.03
N -3.09598 -0.06282 -0.03954 -3.53 -4.11 -0.02 -0.05
N 0.01399 1.63099 0.08154 0.06 0.49 0.16 0.19
N 0.46472 -0.62279 -0.25074 -0.13 -0.30 -0.10 0.06
O -4.16552 0.40015 -0.08077 -3.86 2.79 -0.16 0.21
H 1.82922 0.87470 -0.49799 -0.13 -0.05 0.01 0.17
H -0.75863 -1.53295 1.17430 -0.15 -0.07 -0.05 0.16
H -0.98499 -2.08634 -0.49915 0.19 -0.27 0.02 0.15
H -0.97028 1.44500 0.28503 0.18 -0.12 -0.13 0.09
H 0.33530 2.58890 0.06599 0.24 -0.13 -0.05 0.14
H 1.16580 -1.31084 -0.49879 0.04 0.29 0.00 0.17

---

Entry 2:
2
Properties=species:S:1:pos:R:3:forces:R:3:lowdin_charge:R:1 method="wB97M-V/def2-TZVPD" e_homo_ev=-71.2445 charge=+2 de_lowest_kj_mol=150.22 lumo_energy_ha=-0.4121
Li 0.00000 0.00000 -1.80000 0.00 0.00 -1.11 1.00
Li 0.00000 0.00000 1.80000 0.00 0.00 1.11 1.00

---

Entry 3:
130
Properties=species:S:1:pos:R:3:forces:R:3:lowdin_charge:R:1 method="wB97M-V/def2-TZVPD" e_homo_ev=-8.5325 charge=0 lumo_energy_ha=0.0110
C 3.88708 -2.07084 0.28925 -0.45 0.13 0.57 -0.23
S 4.08674 -0.97090 1.80086 -2.33 1.56 -1.44 0.89
O 4.08147 0.45757 1.25712 0.81 -1.50 0.54 -0.58
C 2.30442 -1.06214 2.32729 0.56 -0.73 0.38 -0.25
H 4.63766 -1.75542 -0.43548 -0.08 -0.03 0.10 0.05
H 2.87404 -1.97809 -0.10223 0.09 0.66 -0.10 0.02
H 3.95115 -3.13950 0.49408 0.57 0.05 0.42 0.05
H 1.62585 -0.57965 1.62384 0.54 -0.12 -0.53 0.02
H 2.14833 -0.53572 3.26889 0.47 -0.12 0.13 0.05
H 2.06945 -2.11970 2.44757 -0.25 -0.02 0.11 0.04
C -0.00574 0.40726 -2.28367 0.40 -0.19 1.29 -0.22
S 0.61653 0.95861 -0.67126 0.94 2.12 -0.15 0.82
O 1.00461 2.43022 -0.89067 -0.15 -1.26 0.21 -0.59
C -0.85641 1.07508 0.37917 0.01 -0.42 -0.30 -0.25
H -0.73777 -0.33292 -1.96062 -0.51 0.04 -0.83 0.04
H 0.84187 -0.06344 -2.78177 -0.09 0.13 -0.01 0.01
H -0.30882 1.30127 -2.82864 -0.52 -0.31 0.07 0.04
H -0.63510 1.79854 1.16384 0.11 0.27 -0.37 0.05
H -1.01554 0.14078 0.91756 -0.19 -0.26 -0.33 0.03
H -1.73007 1.34588 -0.21371 0.00 0.06 0.26 0.04
C -1.22672 3.96066 -6.70040 1.05 -0.77 0.21 -0.21
S -0.51433 2.62419 -5.53800 -0.65 -1.04 -0.51 0.81
O -1.47178 1.44853 -5.42516 0.72 1.42 -0.16 -0.58
C 0.85780 2.00004 -6.58925 -0.18 0.50 -0.70 -0.25
H -1.76594 4.68040 -6.08453 -0.08 -0.26 -0.06 0.03
H -1.80783 3.58573 -7.54293 -0.21 -0.39 0.40 0.05
H -0.36538 4.45246 -7.15242 0.15 0.14 0.23 0.04
H 0.42106 1.68719 -7.53767 -0.05 0.12 -0.07 0.05
H 1.44040 1.15298 -6.22708 -0.56 0.04 0.80 0.05
H 1.57832 2.80100 -6.75480 -0.14 0.21 -0.07 0.04
C 2.29317 -2.68304 -3.04485 0.34 0.10 -0.70 -0.26
S 0.85622 -3.33085 -4.05827 1.97 -1.46 -1.21 0.85
O 1.43193 -4.07690 -5.31003 -1.12 1.50 2.84 -0.58
C 0.40414 -4.62156 -2.82812 0.12 -0.11 -0.58 -0.27
H 2.97443 -3.44571 -2.66759 -0.52 -0.49 0.13 0.05
H 1.98492 -2.00157 -2.25195 -0.40 -0.23 0.02 0.02
H 2.95399 -2.08862 -3.67580 -0.45 0.19 -0.44 0.04
H -0.46894 -5.16085 -3.19555 -0.13 0.27 0.01 0.04
H 0.21393 -4.17146 -1.85378 -0.05 0.08 -0.08 0.04
H 1.20730 -5.35633 -2.77202 0.20 0.22 0.02 0.05
C 4.64713 1.69492 -1.33596 -1.32 0.46 -0.23 -0.24
S 4.26440 1.65719 -3.17999 -1.03 0.03 0.77 0.86
O 3.00495 0.80432 -3.35960 1.36 0.73 0.33 -0.60
C 3.67929 3.40261 -3.37777 0.17 -0.43 0.22 -0.24
H 3.74720 2.01731 -0.81223 -0.53 -0.16 -0.32 0.02
H 5.35298 2.44336 -0.97579 0.63 -0.24 -0.69 0.06
H 4.82856 0.69523 -0.94124 0.35 0.13 -0.49 0.01
H 2.70180 3.48438 -2.90245 0.08 -0.13 0.25 0.04
H 3.57207 3.64999 -4.43390 0.12 -0.36 -0.06 0.04
H 4.40345 4.09287 -2.94505 -0.01 -0.09 0.13 0.05
C -6.37156 -0.18951 1.65899 -0.60 1.12 0.15 -0.25
S -5.35396 1.24068 0.94755 1.53 -2.97 -1.27 0.88
O -3.89066 0.75936 1.01976 -2.11 0.94 0.11 -0.61
C -5.85061 0.91529 -0.83989 -0.31 0.45 1.04 -0.23
H -6.36572 -1.18819 1.22228 1.17 0.14 -0.22 0.04
H -7.43875 0.02486 1.60206 -0.10 0.72 -0.04 0.04
H -6.13218 -0.15864 2.72193 0.23 -0.35 -0.11 0.04
H -6.88023 1.26588 -0.91098 -0.14 -0.19 -0.08 0.04
H -5.77694 -0.15502 -1.03254 0.10 0.14 0.04 0.03
H -5.26400 1.50296 -1.54603 0.28 -0.06 0.36 0.05
C 0.18867 6.36789 -1.54000 -0.50 -1.31 -0.36 -0.24
S -1.67050 6.34807 -1.75661 0.29 2.50 -2.40 0.86
O -1.96311 7.58662 -2.68276 0.41 -2.57 1.81 -0.62
C -1.78400 4.83759 -2.83977 0.62 0.88 0.60 -0.26
H 0.62637 5.85079 -2.39389 -0.05 0.27 -0.28 0.03
H 0.42310 5.70482 -0.70724 -0.04 0.23 0.31 0.04
H 0.63666 7.35632 -1.43800 -0.64 0.01 0.09 0.05
H -1.30965 5.07371 -3.79231 0.06 0.10 0.12 0.02
H -2.82234 4.55269 -3.00945 0.09 0.09 0.32 0.05
H -1.19863 4.09427 -2.29856 -0.17 -0.35 -0.14 0.03
C 6.76186 1.00056 3.30901 -0.34 -0.62 1.62 -0.13
C 6.23302 2.34400 2.92563 -1.16 0.65 -1.50 -0.27
C 5.38665 3.07657 3.99438 0.00 1.53 1.25 -0.20
C 4.54656 4.31886 3.58370 -0.90 0.15 -2.00 -0.19
C 3.36857 4.06960 2.47642 0.29 -0.14 2.80 -0.19
C 2.05722 3.70376 3.23433 -0.43 0.11 -0.78 -0.12
H 7.39872 1.07295 4.19065 0.08 0.00 0.21 0.07
H 7.30734 0.34947 2.62590 -0.18 0.56 -0.60 0.07
H 5.86117 0.47120 3.61988 0.16 -0.56 0.18 0.04
H 6.99344 2.94759 2.43012 0.23 0.58 0.68 0.11
H 5.56051 2.17673 2.08429 -0.24 -0.17 -0.07 0.06
H 5.98935 3.42183 4.83441 0.91 0.36 -0.20 0.10
H 4.71487 2.53778 4.66260 -0.33 -1.37 -0.89 0.10
H 4.05023 4.87019 4.38232 -0.14 -0.85 0.77 0.09
H 5.13681 5.17005 3.24432 0.71 -0.39 -0.65 0.09
H 3.26236 5.03290 1.97755 -0.09 -0.45 -0.60 0.09
H 3.59026 3.18372 1.88129 0.28 0.52 -0.57 0.07
H 1.56228 4.51963 3.76111 0.79 0.17 0.76 0.06
H 1.20068 3.45844 2.60642 0.31 -0.37 -0.87 0.04
H 2.19633 2.80305 3.83221 0.11 0.27 0.44 0.06
C -4.51709 -5.39578 1.14842 -0.39 0.41 -1.20 -0.10
C -5.23068 -5.17897 -0.23747 1.15 -0.59 0.24 -0.23
C -4.30999 -4.54032 -1.31871 -1.47 -0.41 1.57 -0.24
C -4.26289 -3.09543 -1.07842 1.71 3.51 -1.57 -0.22
C -3.43332 -2.32646 -2.23517 -0.20 -1.35 0.88 -0.22
C -3.42002 -2.97905 -3.60489 0.53 0.09 -0.25 -0.13
H -4.25871 -4.47606 1.67325 -0.21 0.28 -0.17 0.05
H -3.55966 -5.87110 0.93512 -0.09 -0.46 0.31 0.06
H -5.16110 -5.96943 1.81497 0.28 -0.24 -0.04 0.06
H -5.48152 -6.14955 -0.66543 -0.34 -0.24 0.45 0.09
H -6.14873 -4.60741 -0.10105 -0.02 0.05 -0.17 0.10
H -4.76719 -4.70093 -2.29506 0.39 -0.39 -0.05 0.11
H -3.30642 -4.95042 -1.20569 0.01 -0.29 -0.48 0.12
H -5.21836 -2.57456 -1.01624 -0.47 -0.51 -0.08 0.09
H -3.73323 -2.77759 -0.18035 -0.10 -0.43 0.38 0.09
H -3.76463 -1.29742 -2.37447 0.07 0.05 0.40 0.09
H -2.38968 -2.35751 -1.92220 0.14 0.52 0.24 0.08
H -2.87737 -2.28220 -4.24367 -0.74 0.30 -0.55 0.07
H -2.75023 -3.83107 -3.72121 -0.28 -0.52 0.61 0.06
H -4.41774 -3.26872 -3.93463 0.12 0.29 -0.46 0.08
C -0.88521 -3.30832 1.47511 -0.95 0.77 0.11 -0.10
C -1.10507 -2.44947 2.75394 0.12 -1.26 1.40 -0.22
C -1.04933 -3.23995 4.15255 1.09 -0.09 -1.54 -0.23
C -1.30187 -2.37151 5.35611 0.09 -0.06 0.90 -0.23
C -0.92834 -2.99830 6.78010 -0.69 -0.49 -1.82 -0.26
C -1.19132 -2.02216 7.89607 -0.34 0.35 -0.49 -0.13
H -1.50620 -4.20207 1.53590 0.19 -0.19 -0.03 0.06
H 0.11113 -3.55924 1.11120 0.32 -0.09 0.84 0.06
H -1.28192 -2.73563 0.63681 -0.27 0.11 -0.15 0.04
H -0.45461 -1.57512 2.77671 0.17 -0.06 0.08 0.07
H -2.12470 -2.06562 2.78730 -0.11 0.18 -0.61 0.10
H -0.11494 -3.79180 4.25494 0.37 0.10 -0.11 0.10
H -1.80291 -4.02697 4.12429 -0.21 -0.03 -0.12 0.10
H -0.79540 -1.40756 5.30718 0.43 0.03 -0.21 0.11
H -2.34326 -2.09343 5.19397 -0.42 0.05 1.00 0.11
H -1.45880 -3.93643 6.94331 -0.44 0.01 -0.13 0.10
H 0.10397 -3.34414 6.72690 0.27 0.35 0.03 0.10
H -2.12353 -1.51524 7.64683 -0.08 0.22 0.15 0.07
H -1.35987 -2.47553 8.87288 0.51 0.04 0.01 0.07
H -0.39716 -1.27632 7.86218 -0.07 0.11 0.59 0.07

---

Entry 4:
19
Properties=species:S:1:pos:R:3:forces:R:3:lowdin_charge:R:1 method="wB97M-V/def2-TZVPD" e_homo_ev=-12.5589 charge=+1 de_lowest_kj_mol=534.05 lumo_energy_ha=-0.1166
C -0.03849 1.07473 -0.07969 0.34 1.33 1.24 -0.44
C -0.51489 1.41559 1.09431 -2.00 -0.48 1.34 0.09
C 0.25178 0.68516 -2.32667 -1.78 2.38 -2.86 -0.18
C 0.68487 -0.48561 -1.55544 4.13 -2.51 -1.20 -0.11
N -0.17604 1.59567 -1.28432 -1.15 0.81 -1.70 0.06
N 0.14100 -1.47374 1.96727 1.24 0.67 -0.62 0.20
N -0.55586 -2.04498 2.62430 0.26 1.02 -0.60 -0.25
N -1.26112 -2.78900 3.18376 -0.78 -2.90 0.55 0.18
N 0.98665 0.05371 -0.20102 2.49 0.77 0.60 0.09
H -0.10532 0.81609 1.87795 0.00 0.21 0.73 0.03
H -1.50952 1.89746 1.32179 1.63 -0.06 -0.64 0.11
H 0.98304 1.30582 -2.95312 -0.51 -1.66 0.66 0.15
H -0.61271 0.37391 -3.02416 1.30 0.55 0.96 0.16
H -0.07733 -1.27552 -1.47158 0.56 0.25 -0.11 0.15
H 1.74921 -0.81494 -2.05429 -2.90 -0.06 1.43 0.20
H -1.91924 -2.52011 3.86390 -0.74 0.80 0.91 0.10
H -0.90064 2.27913 -1.43801 0.07 -0.01 -0.10 0.17
H 2.01897 0.41946 -0.20919 -2.41 -0.40 0.20 0.24
H 0.85565 -0.51284 0.66422 0.24 -0.71 -0.80 0.08

---

F_max list, top to bottom, in hartree/bohr: 0.158, 0.022, 0.082, 0.097
E_tot list, top to bottom, in eV: -9712.4615, -391.9748, -124716.3505, -11750.4414